Version a
ORCA calculation (ωB97M-V/def2-TZVPD) on the molecule C4H6N2O2.

ORCA input file:
```
! wB97M-V def2-TZVPD RIJCOSX def2/J DEFGRID3
* xyz 0 1
O 2.15 -0.51 -0.10
O -0.15 -0.85 -0.56
N -0.22 1.40 0.09
N 1.13 1.67 -0.12
C 2.08 0.84 -0.18
C -0.77 0.29 -0.18
C -2.25 0.14 -0.03
C 0.97 -1.20 0.21
H -2.51 -0.64 0.70
H -2.66 1.12 0.23
H -2.68 -0.18 -0.99
H 0.73 -1.05 1.28
H 1.13 -2.25 0.01
H 3.07 1.22 -0.36
*
```

Output
- Orbital gap: 0.3760 Eh
- SMILES: CC1=NN=COCO1

Version b
ORCA calculation (ωB97M-V/def2-TZVPD) on the molecule C4H6N2O2.

ORCA input file:
```
! wB97M-V def2-TZVPD RIJCOSX def2/J DEFGRID3
* xyz 0 1
O -1.99 -1.26 0.38
O -2.45 0.46 -0.99
N 0.75 0.54 -0.47
N 2.04 0.01 -0.45
C 0.24 1.68 0.36
C 2.03 -1.21 -0.32
C -0.39 0.33 0.37
C -1.64 -0.07 -0.28
H 3.04 -1.79 -0.48
H 0.92 -1.66 -0.27
H -3.03 -1.22 0.05
H -0.20 -0.26 1.28
H -0.20 2.48 -0.36
H 0.88 1.98 1.17
*
```

Output
- Orbital gap: 0.3709 Eh
- SMILES: C=NN1C[C@H]1C(=O)O

The most stable arrangement is version a, and the next structure is 1.738 eV less stable.

Version a
ORCA calculation (ωB97M-V/def2-TZVPD) on the molecule C2HBrF2S.

ORCA input file:
```
! wB97M-V def2-TZVPD RIJCOSX def2/J DEFGRID3
* xyz 0 3
Br -2.32 -0.91 0.19
S 1.75 -1.36 -0.45
F -1.55 1.70 0.08
F 1.01 1.17 -0.26
C -1.14 0.45 -0.11
C 0.19 0.10 -0.28
H 2.06 -1.15 0.84
*
```

Output
- Orbital gap (alpha / beta): 0.2898 / 0.1903 Eh

Version b
ORCA calculation (ωB97M-V/def2-TZVPD) on a cluster of 2 separate species, C2HBrF2S in total.

ORCA input file:
```
! wB97M-V def2-TZVPD RIJCOSX def2/J DEFGRID3
* xyz 0 3
Br -3.72 -0.81 -0.72
S -0.82 0.86 0.20
F 0.63 -0.86 1.56
F 1.77 1.37 -0.95
C 0.59 -0.40 0.30
C 0.90 0.99 -0.02
H 0.65 -1.15 -0.37
*
```

Output
- Orbital gap (alpha / beta): 0.3371 / 0.2527 Eh

The most stable arrangement is version b, and the next structure is 1.497 eV less stable.